(1)
Computed, not measured: a 12-piece molecular cluster, C45H88O22S8 overall at a distorted geometry, with ωB97M-V/def2-TZVPD.

## Properties
Total charge ... 0
HOMO-LUMO gap ... 9.94 eV
SMILES string ... C[C@H]1COC(=O)O1.O=S1(=O)CCCC1.O=S1(=O)CCCC1.O=S1(=O)CCCC1.O=S1(=O)CCCC1.O=S1(=O)CCCC1.O=S1(=O)CCCC1.O=S1(=O)CCCC1.O=S1(=O)CCCC1.CC(C)=O.CC(C)=O.CC(C)=O
LUMO energy ... 0.1 eV

Each line ends with the Löwdin charge.
Positions of all 163 atoms, in Å:
H: -9.37238 18.28741 12.34775  0.11
O: -11.98669 15.76946 8.24384  -0.34
O: -4.52833 20.05550 7.76007  -0.36
H: -5.88104 22.44256 3.17036  0.10
C: -4.16290 18.81452 11.39538  -0.57
H: -9.35478 20.49160 8.22184  0.07
C: -6.20380 17.05178 8.40664  -0.20
C: -12.24552 18.23417 7.17198  -0.20
S: -13.68015 23.69923 6.71416  0.70
H: -11.69988 15.33232 5.12784  0.11
C: -12.73716 23.29436 9.25662  -0.19
C: -12.15548 18.03082 12.50992  -0.22
H: -12.08897 19.97571 3.01579  0.07
H: -7.37922 21.78926 5.09659  0.11
C: -6.68814 19.17791 4.38117  -0.20
C: -6.21618 19.39983 12.16634  -0.07
H: -4.84625 22.61218 11.81734  0.09
C: -11.77799 23.38800 2.80229  0.00
H: -12.49798 21.08642 1.69397  0.08
H: -3.69773 21.87262 6.09532  0.06
H: -10.84512 23.94620 2.71678  0.08
C: -7.16690 15.52580 10.00303  -0.23
H: -1.32679 22.85241 9.48059  0.12
H: -6.02724 28.47171 11.40656  0.12
C: -1.52431 22.11329 8.70980  -0.21
H: -7.55163 24.87632 6.35597  0.09
H: -11.63009 22.49887 6.70114  0.08
H: -8.04995 26.85413 11.52742  0.11
C: -12.64001 22.24159 7.02313  -0.23
S: -5.43810 25.54398 9.36799  0.68
H: -2.98354 23.41803 7.72498  0.10
C: -10.10373 27.20356 5.38551  -0.20
O: -2.24803 19.12313 7.20754  -0.32
H: -13.71432 21.46868 8.65547  0.12
H: -12.51303 23.92243 3.40041  0.07
C: -4.88693 27.03780 10.23099  -0.21
H: -12.18585 23.25910 1.80002  0.08
H: -0.58094 21.64832 8.39822  0.12
H: -4.31075 27.72402 9.61751  0.11
C: -8.47119 25.12944 5.82990  -0.22
C: -12.75798 21.97606 8.50577  -0.22
O: -5.69343 25.83443 7.96875  -0.33
O: -13.15287 19.25263 10.35464  -0.32
H: -12.31988 19.35985 5.31107  0.09
C: -6.19198 27.67824 10.67447  -0.22
H: -10.70797 19.26762 6.02117  0.08
H: -10.78904 16.36888 12.49813  0.12
O: -4.55383 24.45264 9.72609  -0.35
S: -12.50387 16.44310 7.07057  0.68
C: -8.33278 25.73686 4.44030  -0.21
H: -2.16129 21.44288 5.64761  0.10
H: -9.17810 22.12910 14.04145  0.08
H: -6.21800 21.91005 11.01452  0.06
H: -10.03399 20.20512 11.29351  0.08
H: -11.12650 24.82342 12.02704  0.10
H: -7.15969 24.41188 10.53965  0.08
H: -3.26768 21.33195 9.63903  0.09
H: -9.49541 27.24105 3.34502  0.12
H: -11.68667 23.50516 9.46196  0.08
O: -12.44348 20.73093 12.25805  -0.33
O: -8.75619 17.74374 7.93532  -0.35
H: -12.96158 21.37075 6.45408  0.09
H: -8.58225 21.95092 3.84815  0.10
H: -6.31879 17.93909 9.03412  0.09
H: -10.36569 16.10126 6.01133  0.08
H: -13.14578 17.62728 12.70626  0.11
O: -8.32378 27.19648 7.42247  -0.33
O: -8.71579 23.12067 8.61197  0.06
H: -11.96525 21.30025 8.82504  0.09
O: -7.68434 15.98969 6.41364  -0.33
C: -10.57092 19.35490 10.86623  -0.20
H: -8.14478 24.91203 3.74509  0.10
H: -9.98660 28.27977 5.46526  0.10
H: -7.42878 26.34136 4.35151  0.12
C: -11.74307 20.82495 2.43278  0.00
H: -5.45382 17.33565 7.67023  0.10
H: -7.78258 25.68649 9.46515  0.08
H: -12.29723 17.45615 4.17201  0.11
H: -6.26379 23.26673 8.28574  0.05
C: -8.22293 15.34774 8.93094  -0.21
H: -10.40800 25.75935 3.87755  0.09
O: -5.07902 19.48338 2.24771  -0.32
C: -13.27408 24.37182 8.32278  -0.22
S: -5.46728 20.14712 3.47055  0.70
H: -13.22688 23.30251 10.22992  0.12
C: -11.45705 22.01249 3.34322  -0.46
O: -5.35536 18.32806 11.75565  0.06
C: -8.76134 21.04556 7.49064  -0.01
S: -7.84664 16.63342 7.69908  0.69
C: -2.72292 21.68633 6.54924  -0.21
H: -10.18803 23.61300 10.98592  0.07
H: -7.43884 16.28287 10.74000  0.10
H: -6.74122 18.25436 3.80451  0.11
O: -4.42395 20.53695 4.39493  -0.33
H: -6.79007 19.08506 13.03609  0.13
H: -4.32414 26.61330 11.06155  0.10
H: -10.34926 21.99593 12.82154  0.04
C: -2.14709 22.75712 7.48034  -0.21
H: -6.59624 26.18576 12.22279  0.11
H: -14.00667 25.14139 8.55980  0.11
C: -6.56600 22.23711 8.12823  0.00
C: -8.07190 22.21541 8.12967  -0.46
C: -7.02942 26.55803 11.29376  -0.21
C: -5.84679 15.88321 9.32444  -0.19
H: -11.59340 16.62906 10.96614  0.11
C: -11.46197 17.53277 4.86728  -0.20
H: -7.09876 14.55450 10.50062  0.12
C: -5.68825 21.93717 11.96767  0.00
O: -11.03340 21.81642 4.46330  0.03
S: -3.09101 20.21882 7.60935  0.70
C: -11.39098 16.22512 5.66677  -0.22
S: -12.28949 19.51860 11.48491  0.68
O: -10.31865 25.73812 7.66352  -0.32
H: -9.07866 24.22058 5.78942  0.10
C: -11.14889 17.14384 11.81896  -0.21
H: -6.05482 21.86363 7.24169  0.07
O: -13.84971 16.15355 6.63956  -0.31
H: -9.24602 15.51719 9.25854  0.09
H: -6.35589 18.94983 5.39117  0.10
H: -11.73915 18.42230 13.44351  0.11
C: -9.42505 23.95163 12.88988  -0.47
H: -8.65140 19.78367 5.12369  0.08
O: -15.06196 23.26197 6.74766  -0.32
C: -6.55209 21.59067 3.12019  -0.19
O: -3.26435 18.19020 10.93545  0.17
C: -5.24246 20.55269 12.40022  -0.30
C: -10.16409 24.46577 11.66394  0.01
H: -9.56959 25.23906 11.18895  0.06
O: -13.14157 24.51388 5.64496  -0.34
H: -6.95120 19.56770 11.37065  0.13
C: -7.04733 25.44859 10.23306  -0.22
H: -5.41034 15.04788 8.78012  0.13
H: -10.57273 19.44467 9.78433  0.07
C: -9.63072 26.48055 4.10923  -0.18
C: -2.38917 20.94401 9.11743  -0.23
C: -11.62608 18.71462 5.85135  -0.20
H: -1.91106 20.15484 9.68894  0.10
H: -10.81059 20.58689 1.91483  0.09
H: -6.33864 22.39138 12.71718  0.08
H: -8.56895 19.50536 3.42284  0.12
H: -6.23980 21.56187 8.92195  0.08
H: -10.74157 22.88948 14.30849  0.09
H: -11.15502 26.95542 5.55234  0.09
H: -1.44148 23.38410 6.93578  0.11
S: -9.34722 26.37470 6.81695  0.68
O: -4.10639 20.13985 11.64131  0.08
H: -12.37690 24.94715 8.08615  0.06
H: -6.76746 28.13336 9.86610  0.12
C: -8.00638 19.92819 4.25921  -0.22
O: -8.35077 24.38766 13.24161  0.05
H: -11.50520 18.36057 7.96284  0.07
H: -13.16691 18.71289 7.49530  0.10
H: -8.06223 14.40413 8.41394  0.11
C: -9.97096 22.70584 13.56106  -0.02
C: -9.97342 18.07331 11.46680  -0.20
H: -8.04539 20.33428 7.07845  0.06
H: -9.34790 17.62448 10.69314  0.09
H: -5.04183 20.61177 13.47428  0.16
H: -5.19823 16.23325 10.12596  0.10
H: -6.92340 21.41625 2.10944  0.10
H: -9.43425 21.35921 6.68785  0.08
C: -7.67743 21.40217 4.11633  -0.23
H: -10.54056 17.59316 4.28843  0.11

(2)
Computed, not measured: a 8-piece molecular cluster, C45H90Br2F3N5O23P overall at a distorted geometry, with ωB97M-V/def2-TZVPD.

## Properties
Total charge ... +1
HOMO-LUMO gap ... 5.96 eV
LUMO energy ... -5.7 eV

Each line ends with the Löwdin charge.
Positions of all 169 atoms, in Å:
H: -11.13789 7.47150 -5.41426  0.10
Br: -2.42540 3.92896 -7.02082  0.77
C: -9.64394 0.41373 2.65432  -0.05
F: -2.94941 2.02789 -4.77732  -0.16
H: 1.05341 0.53470 -5.03089  0.11
H: 6.43255 -3.53051 1.14988  0.09
Br: -3.04050 3.34984 -2.29672  0.83
F: -2.02983 5.76529 -4.74386  -0.03
O: 6.50482 -6.98587 3.84314  -0.01
C: 1.30432 -6.57473 -3.01322  -0.15
C: 2.63279 2.28865 -5.39187  -0.17
H: 4.39123 -1.68054 -0.69961  0.10
C: 3.78751 1.35063 7.22566  -0.56
C: 0.23182 3.10111 -2.92969  -0.16
C: 2.77059 2.05134 -7.04077  -0.38
H: 5.40405 0.76846 1.85798  0.11
H: -11.57266 5.92404 -4.59957  0.10
H: 3.28716 -5.70839 -3.77801  0.11
H: 1.20810 2.90956 -0.67776  0.15
O: 8.56230 -7.70614 3.57315  -0.01
O: 8.04567 -6.55121 5.49094  0.11
H: 5.55560 -3.57659 2.84174  0.07
C: 2.10164 0.90830 -4.60716  -0.12
H: 4.66578 0.09736 9.38227  0.11
C: -11.59883 6.48629 -5.53857  -0.05
C: -2.28216 3.21619 -4.12258  -0.68
H: 2.34158 -3.58981 -4.41004  0.12
C: 2.07037 1.10331 -0.25954  -0.11
H: 7.97210 0.19649 -1.39740  0.09
H: 6.20500 -0.32810 8.60959  0.10
H: 5.72467 -5.95943 9.95523  0.10
O: 4.20448 0.08012 -2.07751  -0.14
H: -10.22265 -0.51415 2.60216  0.10
O: -14.99583 7.33402 -5.74132  -0.01
H: -11.02741 5.93135 -6.28763  0.10
O: -8.07901 7.02695 -3.86023  0.11
C: 1.29767 1.87476 -7.76382  -0.10
N: 2.66676 -1.53062 -2.96464  0.00
H: -9.84862 8.68923 -0.99878  0.10
H: -3.24548 -1.41493 -0.76074  0.07
H: 1.17287 -0.66574 -0.76163  0.10
C: -9.43068 8.30911 -1.93501  -0.04
C: 7.52814 -0.37332 -0.47107  -0.10
C: -5.89264 -1.56587 4.61621  -0.05
O: -6.92308 -0.57998 4.63138  0.00
C: 4.21792 -2.71426 6.62195  -0.05
N: 2.15559 -0.31626 -0.77635  0.14
O: 3.36212 2.07106 8.11502  0.12
H: 9.92799 -8.39585 4.98490  0.10
H: -0.55798 -1.76170 -2.10915  0.04
O: 4.21201 -2.95885 8.02700  -0.01
H: 3.19846 3.08931 -7.44736  0.14
H: -4.48413 -4.84800 2.92010  0.11
H: 1.37514 1.93896 6.31613  0.10
H: -0.51258 2.03667 -4.92747  0.11
H: 0.75803 -4.01899 -3.43303  0.10
H: 8.09447 -0.04096 0.52078  0.09
H: 1.90358 3.19335 -5.28022  0.09
O: -7.70093 -1.43072 2.64395  0.11
H: -16.12514 7.51771 -4.00218  0.10
H: 1.28886 1.05922 -8.60846  0.09
C: -13.76480 7.28776 -5.17227  -0.56
H: 3.45899 -1.66836 -3.62864  0.14
O: -13.45498 7.76868 -4.09352  0.10
H: 1.73988 -7.66336 -3.21703  0.09
H: 2.54323 3.22371 5.83407  0.10
C: 0.69958 1.61387 -2.31726  -0.47
N: -0.41026 -1.18594 -2.99166  -0.17
H: 3.09362 -5.43520 -1.91931  0.10
N: 0.87331 1.90771 -0.81002  0.11
C: 2.23666 2.18317 5.68629  -0.05
H: 4.72368 -0.82753 3.90618  0.08
H: -0.17907 3.82245 -2.07779  0.12
H: -10.33139 1.23608 2.87078  0.10
H: 3.31401 -0.08394 -7.68079  0.08
H: 5.83393 1.38215 8.90029  0.10
C: 2.10760 1.07604 -2.95826  -0.14
H: 5.76908 1.07701 -0.46342  0.13
H: 4.57971 -6.32546 4.07014  0.10
H: 0.45222 1.64921 -6.95249  0.06
O: -8.68629 0.35046 3.70926  -0.01
O: -12.93835 6.61374 -6.01131  -0.01
H: 2.65208 1.66619 1.66395  0.15
C: 2.74528 -0.25887 -2.17091  -0.38
O: 4.44628 -4.33263 9.72486  -0.01
H: -2.72716 -4.45466 2.99601  0.10
O: -1.50272 0.35330 -0.88567  -0.35
H: 6.51859 -0.27077 4.24066  0.10
P: -0.81200 0.47941 -2.51872  0.97
H: 5.99709 -2.13280 4.41529  0.06
O: -8.46418 7.31097 -1.61314  -0.01
H: 10.47324 -8.38854 3.29683  0.09
C: -4.23392 -1.20949 -0.33727  -0.05
H: -0.29520 3.89947 -4.98511  0.12
H: 1.33190 -2.69482 -1.53751  0.10
H: -3.79263 -4.08765 4.36604  0.10
O: -4.00555 -2.82786 2.76563  -0.06
H: 3.83346 2.13279 0.36111  0.14
H: 0.64755 -6.28587 -3.96728  0.08
H: -5.66381 5.85704 -3.86121  0.09
H: 4.64920 0.75512 -6.57052  0.09
C: -3.73553 -4.13233 3.27503  -0.04
O: 3.32163 1.29656 5.95234  -0.03
C: 9.90182 -7.83360 4.04589  -0.05
H: -6.94791 4.59418 -3.92172  0.11
H: 7.74509 -1.52477 -0.65751  0.10
H: 5.81034 -5.25472 4.76751  0.08
N: 2.92778 1.68844 0.64504  0.13
H: 5.73114 -1.45333 -2.02365  0.14
H: 0.59012 -6.55292 -2.06375  0.08
H: 7.42271 -1.32270 2.15085  0.13
H: -5.28086 -1.42919 5.51209  0.10
H: 3.44934 -3.31306 6.12266  0.10
H: 4.30910 -0.66143 1.27579  0.10
H: 5.20635 -2.91971 6.19849  0.08
O: 4.72271 -5.15745 7.59837  0.11
C: -15.97627 8.01868 -4.96415  -0.05
H: -6.32136 -2.57289 4.64240  0.10
C: -3.96728 -2.73801 1.41221  -0.55
O: -6.97368 5.82570 -2.24347  -0.01
C: 4.48456 -4.24278 8.37143  -0.55
C: -0.67959 3.02079 -4.27158  -0.23
C: 6.25722 -1.41249 2.19166  -0.34
H: -5.57927 4.43476 -2.80438  0.03
C: 4.96920 -0.88321 -1.31758  -0.17
O: -4.23983 -1.45407 1.06778  -0.01
H: 4.42624 1.22425 -8.46655  0.10
H: 3.13746 -3.24222 -1.54240  0.10
H: -5.25063 -1.43985 3.73843  0.07
H: 3.68326 2.59770 -4.97709  0.12
O: 4.80884 0.46425 7.33812  -0.04
C: 2.29654 -2.76087 -2.19665  -0.22
H: 4.65921 -5.59242 11.32527  0.10
F: -4.22450 4.59579 -4.95445  -0.10
C: -7.86111 6.74941 -2.69128  -0.56
O: -3.72913 -3.65268 0.63914  0.11
C: 4.71631 -5.63710 10.23425  -0.05
H: -15.69031 9.06517 -4.81695  0.10
H: -9.15195 0.61891 1.69809  0.10
H: 10.36276 -6.84838 4.17020  0.10
H: -1.21482 -1.49585 -3.61176  0.07
H: 1.94493 2.05597 4.64021  0.08
H: -10.24579 7.88048 -2.52700  0.09
H: 4.61053 -2.83915 1.38346  0.08
C: -2.73016 4.50734 -5.08804  -0.58
H: -8.96171 9.14343 -2.46651  0.10
H: 1.26811 3.60563 -3.24571  0.13
H: -16.92094 7.99443 -5.51433  0.09
C: 7.73586 -7.03212 4.41220  -0.56
C: 5.69884 -2.94593 1.85533  -0.08
C: 5.40083 0.41242 8.63461  -0.04
C: 5.43559 -0.28025 1.33668  -0.19
H: 3.98820 -1.65723 6.46193  0.07
H: -4.46364 -0.15245 -0.49729  0.10
C: 3.87515 0.91593 -7.45374  -0.12
H: 2.87859 0.08630 -4.99181  0.12
C: 5.52438 -6.30121 4.62031  -0.06
H: 0.97130 2.91648 -8.24637  0.09
H: -5.00250 -1.80829 -0.83656  0.11
H: 3.96771 -6.35278 9.87932  0.10
C: 5.85206 -1.15222 3.79348  -0.11
H: 5.37551 -6.80218 5.58229  0.09
C: 2.50343 -5.42096 -2.93525  -0.25
C: 5.93434 -0.07852 -0.21300  -0.29
C: 1.93783 -3.92149 -3.35024  -0.18
H: 2.87373 1.97741 -2.77832  0.16
H: -0.89280 -0.16872 -0.28876  0.05
C: -7.76368 -0.63449 3.56755  -0.56
C: -6.25959 5.14907 -3.27607  -0.08

Question: Which of these has the highest LUMO energy?
Answer: C45H88O22S8